C14H19P | the ωB97M-V functional and the def2-TZVPD basis

Summary:
Max |F| ... 4.94 eV/Å
HOMO energy (alpha / beta) ... -7.112 / -7.112 eV
Electronic energy ... -886.05170 Ha
Molecular weight ... 218.28 g mol⁻¹
HOMO-LUMO gap (alpha / beta) ... 7.067 / 7.066 eV

```
! wB97M-V def2-TZVPD RIJCOSX def2/J DEFGRID3
* xyz 0 1
C -4.46355 -1.42851 -0.15138
C -3.21793 -1.95764 -0.02544
C -4.65897 -0.07257 0.16489
C -2.21713 -1.26893 0.58925
C -3.58361 0.69954 0.58699
C -2.36090 0.07640 0.77373
C 2.00695 0.22782 0.20023
C 2.64069 -0.97714 0.39179
C 0.63526 0.29033 -0.08328
C -0.18691 1.54330 -0.12599
C 4.10454 -1.05907 0.73910
C 2.02509 -2.28686 0.14636
C 0.60574 2.80255 0.22548
C -1.02443 1.85030 -1.37198
P -0.92941 0.93339 1.56618
H -5.34576 -1.85608 -0.63810
H -3.12795 -2.94406 -0.27831
H -5.67547 0.48404 0.13940
H -1.33705 -1.69686 0.79470
H -3.56289 1.70134 0.81956
H 2.39984 1.25532 0.34284
H 0.24351 -0.53903 -0.46354
H 4.31754 -1.39159 1.73276
H 4.62583 -1.95086 0.33674
H 4.60819 -0.18237 0.63842
H 2.28838 -2.53454 -0.98397
H 2.26999 -3.14196 0.73983
H 0.92297 -2.30259 0.31184
H 0.07625 3.70536 0.47794
H 1.25100 2.95556 -0.51291
H 1.11022 2.70873 1.10548
H -0.53566 2.47798 -2.10344
H -1.91720 2.37484 -1.01487
H -1.10894 0.87441 -1.85644
*
```